Formula: C5H13N2
Source: the Open Molecules 2025 dataset
Level of theory: ωB97M-V/def2-TZVPD

Atoms and positions in Å:
N  1.1606  0.6440  1.5080
C  0.6020  -0.1342  0.3461
C  0.3690  0.7285  -0.8721
C  -0.5257  0.1028  -1.9185
C  -0.4596  0.5057  -3.1874
C  -0.6380  -0.8938  0.8767
N  -0.4513  -1.1705  2.3130
H  1.9236  1.2424  1.2067
H  0.4324  1.2778  1.8567
H  1.3490  0.0325  2.3135
H  1.3153  -0.9288  0.2188
H  -0.0857  1.6545  -0.4964
H  1.2520  1.0169  -1.4444
H  -1.5179  -0.2770  -1.6944
H  0.4483  0.9084  -3.6317
H  -1.2940  0.3586  -3.8600
H  -0.8205  -1.8160  0.3559
H  -1.4870  -0.2583  0.7475
H  -0.3019  -2.1400  2.5471
H  -1.2704  -0.8536  2.8150

Values from the calculation:
SMILES   C=CC[C@@H]([NH3+])CN
E   -307.54374 Ha
Largest force on an atom   2.06 eV/A
Total charge   +1

natural (NBO) atomic charge list, values in e, 6 entries:
1. N -0.677
2. C -0.047
3. C -0.466
4. C -0.238
5. C -0.307
6. C -0.242



Formula: C5H13N2
Source: the Open Molecules 2025 dataset
Level of theory: ωB97M-V/def2-TZVPD

Atoms and positions in Å:
C  0.8540  -2.3036  -1.2447
C  0.5874  -2.3447  0.2733
C  -0.5097  -1.3809  0.6447
C  -0.1071  0.1157  0.7891
N  -0.0900  2.9597  0.5098
C  -0.4914  2.1779  -0.4820
N  -0.4066  0.8822  -0.4511
H  0.5913  -1.3093  -1.6130
H  0.1877  -2.9843  -1.7686
H  1.8784  -2.4631  -1.5583
H  1.5283  -2.1506  0.7989
H  0.4174  -3.3508  0.6138
H  -1.1020  -1.5698  1.5342
H  -1.2611  -1.3897  -0.1207
H  -0.7382  0.5029  1.5696
H  0.9643  0.2266  0.9303
H  -0.0936  2.6525  1.4728
H  -0.2241  3.9513  0.4053
H  -1.0894  2.6516  -1.2528
H  -0.8770  0.3817  -1.1938

Values from the calculation:
SMILES   CCCC/[NH+]=C\N
E   -307.57609 Ha
Largest force on an atom   1.59 eV/A
Total charge   +1

natural (NBO) atomic charge list, values in e, 6 entries:
1. C -0.599
2. C -0.421
3. C -0.397
4. C -0.243
5. N -0.733
6. C 0.395



Formula: C5H13N2
Source: the Open Molecules 2025 dataset
Level of theory: ωB97M-V/def2-TZVPD

Atoms and positions in Å:
C  2.1953  -1.2973  -0.5184
C  1.4712  0.0570  -0.4731
C  -0.0465  -0.1099  -0.6894
C  -0.9053  0.3109  0.4782
C  -2.1799  -0.0061  0.5991
N  -2.9561  0.5797  1.7229
N  2.0007  0.9994  -1.4514
H  1.7908  -1.8605  -1.3758
H  3.2640  -1.2215  -0.6909
H  1.9481  -1.9526  0.3159
H  1.6813  0.3988  0.5523
H  -0.3354  0.5419  -1.5146
H  -0.2651  -1.1474  -0.9428
H  -0.2946  0.9013  1.1569
H  -2.8433  -0.5862  -0.0209
H  -3.4687  -0.1208  2.2775
H  -2.4600  1.1518  2.4160
H  -3.7419  1.1433  1.4071
H  2.5932  1.7395  -1.1250
H  2.5523  0.4786  -2.1234

Values from the calculation:
SMILES   C[C@@H](N)C/C=C/[NH3+]
E   -307.52932 Ha
Largest force on an atom   1.69 eV/A
Total charge   +1

natural (NBO) atomic charge list, values in e, 6 entries:
1. C -0.622
2. C -0.048
3. C -0.470
4. C -0.091
5. C -0.115
6. N -0.678



Formula: C5H13N2
Source: the Open Molecules 2025 dataset
Level of theory: ωB97M-V/def2-TZVPD

Atoms and positions in Å:
C  -2.1698  -0.7348  -0.3902
C  -2.1326  -1.1638  -1.6316
C  -1.4333  1.0072  1.1410
N  -1.4944  0.4554  -0.0393
H  -2.6961  -1.1229  0.4754
H  -1.5604  -0.6826  -2.4815
H  -2.7719  -2.0222  -1.9475
H  -1.0529  2.0630  1.2140
H  -1.5984  0.3039  1.9878
H  -0.9960  0.8531  -0.8219
C  2.2711  1.1297  0.0555
C  1.7290  -0.2806  -0.1610
N  0.8847  -0.7162  1.0066
H  3.1498  1.0914  0.6659
H  2.5746  1.5713  -0.9111
H  1.4774  1.8298  0.5558
H  1.0575  -0.3171  -1.0769
H  2.5640  -0.9586  -0.3880
H  0.7397  -1.6991  0.9369
H  1.4582  -0.6069  1.8099

Values from the calculation:
E   -307.49809 Ha
Largest force on an atom   2.10 eV/A
Total charge   +1

natural (NBO) atomic charge list, values in e, 6 entries:
1. C -0.072
2. C -0.321
3. C 0.126
4. N -0.415
5. H 0.234
6. H 0.232



Formula: C5H13N2
Source: the Open Molecules 2025 dataset
Level of theory: ωB97M-V/def2-TZVPD

Atoms and positions in Å:
C  -0.6369  0.0134  3.3706
C  0.2112  -0.5917  2.2353
C  -0.3638  -0.2480  0.8523
C  0.6049  -0.8508  -0.2180
N  -0.3146  1.3424  -2.9653
C  -0.1822  0.2517  -2.2362
N  0.8051  0.0000  -1.4161
H  -1.6199  0.3191  3.0302
H  -0.1315  0.7464  3.9935
H  -0.7938  -0.7721  4.1206
H  0.2131  -1.6667  2.3668
H  1.2139  -0.1752  2.2280
H  -0.3036  0.8046  0.7014
H  -1.3436  -0.6795  0.6641
H  1.5973  -0.9627  0.2095
H  0.2627  -1.8395  -0.5179
H  0.4922  1.9338  -3.1358
H  -0.9916  1.3332  -3.7135
H  -0.9378  -0.5212  -2.3396
H  1.4350  0.7822  -1.2571

Values from the calculation:
SMILES   CCCC/[NH+]=C/N
E   -307.57691 Ha
Largest force on an atom   2.23 eV/A
Total charge   +1

natural (NBO) atomic charge list, values in e, 6 entries:
1. C -0.625
2. C -0.396
3. C -0.402
4. C -0.225
5. N -0.709
6. C 0.409



Formula: C5H13N2
Source: the Open Molecules 2025 dataset
Level of theory: ωB97M-V/def2-TZVPD

Atoms and positions in Å:
C  2.1782  -0.3774  -0.8369
C  1.7634  0.7804  0.0609
C  0.6607  0.2723  1.0398
C  -0.5864  -0.1896  0.3131
C  -1.8968  0.5522  0.4210
N  -2.4161  0.8861  -0.9181
N  -0.6520  -1.5940  0.0309
H  2.7859  -0.0240  -1.7319
H  1.2364  -0.8728  -1.1255
H  2.8228  -1.1200  -0.2666
H  2.6213  1.2349  0.6156
H  1.3211  1.5807  -0.5139
H  0.4168  1.1040  1.7586
H  1.0854  -0.4796  1.6719
H  -1.6979  1.5049  0.9591
H  -2.6395  -0.0097  1.0071
H  -1.5507  0.4141  -1.2513
H  -3.2177  0.3576  -1.1408
H  -1.0875  -2.2131  0.7429
H  -1.1474  -1.8072  -0.8358

Values from the calculation:
SMILES   CCCC(=[NH2+])CN
E   -307.43074 Ha
Largest force on an atom   5.80 eV/A
Total charge   +1

natural (NBO) atomic charge list, values in e, 6 entries:
1. C -0.620
2. C -0.362
3. C -0.551
4. C 0.723
5. C -0.369
6. N -0.708



Formula: C5H13N2
Source: the Open Molecules 2025 dataset
Level of theory: ωB97M-V/def2-TZVPD

Atoms and positions in Å:
C  -2.9974  -0.6201  0.2992
C  -1.1483  -1.4473  1.4737
N  -1.5570  -0.6955  0.5438
H  -3.3908  0.2520  0.8156
H  -3.4999  -1.5143  0.6465
H  -3.1764  -0.5082  -0.7657
H  -0.0836  -1.5210  1.6924
H  -1.8254  -2.0579  2.0756
C  1.9631  1.8981  0.0763
C  1.5964  0.5909  -0.5420
C  2.2993  -0.5181  -0.6498
N  0.2065  0.5719  -1.0807
H  2.9614  1.8293  0.5028
H  1.9906  2.6816  -0.6857
H  1.2568  2.1814  0.8490
H  1.8583  -1.3776  -1.1554
H  3.3017  -0.6241  -0.2789
H  -0.1326  1.5239  -1.2313
H  -0.4769  0.0580  -0.3809
H  0.1746  0.0899  -1.9785

Values from the calculation:
E   -307.54484 Ha
Largest force on an atom   0.67 eV/A
Total charge   +1

natural (NBO) atomic charge list, values in e, 6 entries:
1. C -0.442
2. C 0.019
3. N -0.465
4. H 0.227
5. H 0.210
6. H 0.212



Formula: C5H13N2
Source: the Open Molecules 2025 dataset
Level of theory: ωB97M-V/def2-TZVPD

Atoms and positions in Å:
C  -1.9362  -0.4819  0.2760
C  -0.4719  -0.9037  0.1909
C  0.3506  0.2408  -0.4870
C  0.0679  1.4302  0.2656
C  2.6568  -0.1012  0.5796
N  1.7653  -0.1706  -0.6029
N  -2.5844  -0.5102  -1.0078
H  -2.4760  -1.1660  0.9224
H  -1.9348  0.5599  0.7145
H  -0.3169  -1.8185  -0.3716
H  -0.0665  -0.9637  1.2056
H  0.4010  1.5153  1.3039
H  -0.3405  2.3199  -0.2115
H  3.6383  0.2183  0.2617
H  2.3218  0.6042  1.3323
H  2.7590  -1.0882  1.0253
H  2.1835  0.3511  -1.3641
H  -3.5798  -0.6614  -0.9386
H  -2.4172  0.2975  -1.5893
H  -0.0200  0.3283  -1.5049

Values from the calculation:
E   -307.43278 Ha
Largest force on an atom   2.09 eV/A
Total charge   +1

natural (NBO) atomic charge list, values in e, 6 entries:
1. C -0.199
2. C -0.365
3. C -0.234
4. C 0.221
5. C -0.437
6. N -0.508



Formula: C5H13N2
Source: the Open Molecules 2025 dataset
Level of theory: ωB97M-V/def2-TZVPD

Atoms and positions in Å:
C  0.5918  -0.4169  -2.3604
C  1.6360  1.1566  -0.8138
N  1.6291  0.0450  -1.4154
H  0.2156  -1.3583  -1.9694
H  1.0363  -0.5270  -3.3440
H  -0.1954  0.3255  -2.3998
H  0.9064  1.8998  -1.1073
H  2.3700  1.3463  -0.0474
H  2.2395  -0.6901  -1.0712
C  -1.0074  1.4368  1.7808
C  -1.6331  0.1885  1.1761
C  -0.5618  -1.8750  1.0814
N  -0.6270  -0.7081  0.6071
H  -1.8012  2.1010  2.1360
H  -0.3880  1.1872  2.6411
H  -0.3881  1.9767  1.0638
H  -2.3060  0.4716  0.3701
H  -2.2488  -0.3221  1.9306
H  -1.2282  -2.2129  1.8728
H  0.1650  -2.5801  0.6800

Values from the calculation:
E   -307.52081 Ha
Largest force on an atom   0.80 eV/A
Total charge   +1

natural (NBO) atomic charge list, values in e, 6 entries:
1. C -0.421
2. C 0.147
3. N -0.365
4. H 0.254
5. H 0.244
6. H 0.234



Formula: C5H13N2
Source: the Open Molecules 2025 dataset
Level of theory: ωB97M-V/def2-TZVPD

Atoms and positions in Å:
C  1.4437  -1.2778  -0.2342
C  0.7853  -1.1330  1.1443
C  0.0682  -0.7360  -0.1527
C  -1.5568  0.8987  0.8149
C  -1.0100  0.2405  -0.4084
N  1.1051  1.7755  -0.8270
N  -1.1892  -1.2535  -0.7144
H  2.3226  -0.6396  -0.5313
H  1.5283  -2.3265  -0.3963
H  0.2864  -1.9565  1.6184
H  1.0538  -0.3308  1.7889
H  -1.5571  0.3163  1.7867
H  -2.6082  1.3782  0.5535
H  -0.7775  1.6672  0.9058
H  -1.0037  0.8439  -1.3087
H  1.0428  2.7203  -0.6190
H  1.6487  1.7532  -1.6072
H  -1.7597  -1.7107  -0.0671
H  1.5268  1.3600  -0.0214
H  -1.3494  -1.5894  -1.7248

Values from the calculation:
E   -307.46698 Ha
Largest force on an atom   3.40 eV/A
Total charge   +1

natural (NBO) atomic charge list, values in e, 6 entries:
1. C -0.400
2. C -0.398
3. C 0.076
4. C -0.654
5. C 0.016
6. N -1.075



Formula: C5H13N2
Source: the Open Molecules 2025 dataset
Level of theory: ωB97M-V/def2-TZVPD

Atoms and positions in Å:
C  -2.2348  0.0766  0.7478
C  -0.9189  0.8174  0.6377
C  0.3240  0.0053  1.0109
C  1.0238  -0.7039  -0.1189
C  1.0218  -2.0161  -0.2660
N  1.8123  0.1981  -0.9595
N  -0.7347  1.2990  -0.8250
H  -2.3174  -0.8025  0.1168
H  -3.0751  0.7635  0.7148
H  -2.2379  -0.3351  1.7646
H  -0.9484  1.7812  1.1461
H  1.0690  0.6416  1.4935
H  0.0296  -0.7095  1.7804
H  0.4168  -2.6209  0.3912
H  1.6282  -2.4027  -1.0723
H  2.7961  -0.0568  -0.8990
H  1.5886  0.0555  -1.9411
H  0.2461  1.5773  -0.9808
H  -0.9219  0.5489  -1.5048
H  -1.3649  2.0780  -1.0350

Values from the calculation:
SMILES   C=C(N)C[C@H](C)[NH3+]
E   -307.56248 Ha
Largest force on an atom   1.38 eV/A
Total charge   +1

natural (NBO) atomic charge list, values in e, 6 entries:
1. C -0.653
2. C -0.006
3. C -0.483
4. C 0.115
5. C -0.363
6. N -0.907



Formula: C5H13N2
Source: the Open Molecules 2025 dataset
Level of theory: ωB97M-V/def2-TZVPD

Atoms and positions in Å:
C  1.1685  -0.0100  -0.3776
C  -0.1046  -0.4228  0.0672
C  2.1906  0.0794  0.4395
C  -1.3399  -0.2737  -0.5651
C  3.7745  0.1697  0.4720
N  -1.2260  -0.0771  -1.8233
N  -3.9329  0.0501  1.2515
H  1.1573  0.1861  -1.4037
H  -3.3944  0.8849  1.3491
H  0.3207  -1.4620  0.0912
H  -0.1866  -0.2462  1.0971
H  1.8854  -0.4440  1.3878
H  -2.3685  -0.3482  0.0423
H  4.3497  0.1145  -0.5499
H  4.2163  -0.5911  1.1519
H  3.9999  1.0683  0.8700
H  -2.0364  0.1063  -2.3485
H  -0.4070  -0.2594  -2.3855
H  -4.9145  0.1642  1.0853
H  -3.9724  -0.5135  2.0471

Values from the calculation:
E   -307.46057 Ha
Largest force on an atom   4.71 eV/A
Total charge   +1

natural (NBO) atomic charge list, values in e, 6 entries:
1. C -0.223
2. C -0.601
3. C -0.104
4. C 0.283
5. C -0.629
6. N -0.622